No. 1
{
  "formula": "C4H10N2O2",
  "method": "ωB97M-V/def2-TZVPD",
  "species": ["C", "C", "C", "N", "C", "N", "H", "H", "H", "H", "H", "H", "H", "H", "O", "H", "H", "O"],
  "coordinates": [[0.7289, -0.9025, 0.4028], [0.2473, -0.3038, -0.8653], [-0.9694, -0.0253, -1.4191], [-0.8338, 0.7860, -2.5268], [0.4179, 1.1423, -2.5571], [1.1354, 0.4158, -1.6474], [1.7821, -1.1179, 0.4657], [0.4911, -0.2282, 1.2336], [0.1330, -1.7691, 0.7019], [-1.9624, -0.4021, -1.2359], [0.8564, 2.0008, -3.0375], [2.1255, 0.3031, -1.5225], [-3.4816, 0.7955, 1.3245], [-2.7846, 2.1037, 0.9865], [-3.5279, 1.5449, 0.7227], [1.2699, -1.9318, 2.8646], [2.2015, -0.8126, 3.3314], [2.1706, -1.5988, 2.7778]],
  "forces_ev_per_angstrom": [[-1.35, -0.06, 0.69], [0.25, 0.49, -0.54], [-0.28, -0.71, -0.95], [-0.22, 1.18, 0.62], [0.47, -0.77, 0.15], [-0.17, 0.10, 0.90], [0.22, -0.17, -0.25], [0.34, 0.33, -0.17], [0.29, -0.35, -0.43], [0.14, -0.13, 0.48], [0.02, -0.33, -0.69], [0.12, 0.53, -0.15], [-0.05, -0.02, -0.03], [-0.17, -0.09, -0.17], [0.20, 0.09, 0.20], [0.14, 0.03, 0.04], [0.01, -0.04, 0.04], [0.04, -0.10, 0.26]],
  "nbo_charge": [-0.6449, 0.0824, -0.1127, -0.4478, 0.1556, -0.5298, 0.2413, 0.2123, 0.2181, 0.2137, 0.1950, 0.4108, 0.4633, 0.4680, -0.9303, 0.4691, 0.4708, -0.9349],
  "e_tot_ev": -11384.80658,
  "smiles": "Cc1cnc[nH]1.O.O",
  "homo_energy_ev": -8.37,
  "multiplicity": 1,
  "fmax_ha_per_bohr": 0.0295
}

***

No. 2
{
  "formula": "C18H18N4O3S",
  "method": "ωB97M-V/def2-TZVPD",
  "species": ["C", "C", "H", "H", "O", "C", "O", "C", "N", "C", "O", "C", "H", "H", "S", "C", "N", "C", "C", "C", "C", "C", "N", "C", "C", "C", "C", "C", "C", "N", "H", "H", "H", "H", "H", "H", "H", "H", "H", "H", "H", "H", "H", "H"],
  "coordinates": [[-7.5128, -0.6031, 0.8832], [-6.5482, -1.4799, 0.0985], [-6.3786, -2.4331, 0.6027], [-6.9313, -1.6532, -0.9118], [-5.2528, -0.8784, 0.0036], [-5.0796, 0.0376, -0.9497], [-5.9295, 0.3940, -1.7196], [-3.6612, 0.5887, -0.9454], [-2.8472, 0.0750, 0.1211], [-1.7144, -0.6199, -0.1258], [-1.2955, -0.8343, -1.2400], [-1.0363, -1.1542, 1.1284], [-1.3233, -0.6079, 2.0250], [-1.2532, -2.2171, 1.2423], [0.7621, -1.0586, 0.9323], [0.9193, 0.6527, 0.5447], [-0.2096, 1.3295, 0.6566], [-0.2189, 2.6268, 0.4101], [0.9203, 3.3301, 0.0579], [2.1053, 2.6263, -0.0576], [2.1366, 1.2492, 0.1733], [3.4064, 0.5699, 0.0174], [4.5411, 1.2231, -0.0642], [5.5111, 0.2774, -0.2203], [6.8907, 0.4103, -0.3565], [7.6306, -0.7415, -0.5078], [7.0321, -2.0053, -0.5254], [5.6680, -2.1625, -0.3917], [4.9156, -1.0088, -0.2380], [3.5762, -0.7865, -0.0804], [2.8489, -1.4821, -0.0857], [5.2053, -3.1378, -0.4056], [7.6562, -2.8781, -0.6473], [8.7031, -0.6740, -0.6170], [7.3501, 1.3855, -0.3441], [3.0303, 3.1088, -0.3311], [0.8805, 4.3916, -0.1249], [-1.1828, 3.1078, 0.5121], [-3.1627, 0.2184, 1.0656], [-3.1760, 0.3034, -1.8859], [-3.7221, 1.6828, -0.9156], [-7.6754, 0.3338, 0.3563], [-8.4644, -1.1158, 0.9880], [-7.1141, -0.3907, 1.8725]],
  "forces_ev_per_angstrom": [[0.34, -0.08, -0.20], [-0.53, -0.05, -0.07], [0.00, 0.10, -0.10], [0.09, -0.05, 0.16], [0.12, -0.11, 0.23], [0.24, 0.17, -0.12], [-0.06, 0.04, -0.06], [0.01, -0.06, -0.08], [-0.39, 0.13, -0.03], [-0.30, -0.05, 0.34], [0.10, -0.13, -0.28], [0.58, 0.12, -0.20], [-0.09, -0.06, -0.07], [-0.02, 0.02, 0.00], [-0.07, -0.37, 0.27], [0.14, 0.04, 0.03], [0.06, 0.11, 0.15], [0.12, 0.25, -0.04], [0.00, -0.08, 0.01], [-0.12, -0.21, 0.05], [-0.75, 0.37, 0.05], [0.70, -0.11, -0.07], [-0.46, 0.43, 0.12], [-0.15, -0.88, -0.07], [-0.10, -0.05, 0.01], [0.17, 0.09, -0.01], [-0.04, -0.14, -0.01], [-0.06, -0.13, 0.00], [0.71, 0.44, -0.04], [-0.20, 0.11, 0.04], [-0.01, 0.02, -0.07], [0.00, -0.12, -0.01], [0.03, -0.07, -0.01], [0.08, 0.01, -0.01], [0.06, 0.12, 0.00], [0.07, 0.06, -0.03], [0.00, 0.09, -0.02], [-0.04, 0.16, -0.03], [0.18, -0.07, -0.04], [-0.16, 0.10, 0.13], [-0.06, -0.14, -0.07], [-0.05, 0.05, -0.01], [-0.13, -0.04, 0.04], [-0.01, 0.00, 0.11]],
  "nbo_charge": [-0.6351, -0.0751, 0.1900, 0.2013, -0.5100, 0.7871, -0.5957, -0.3369, -0.6050, 0.6968, -0.6259, -0.6089, 0.2351, 0.2546, 0.2589, 0.1046, -0.4836, 0.0630, -0.2712, -0.1060, -0.1496, 0.3664, -0.4822, 0.1636, -0.2254, -0.2275, -0.2156, -0.2274, 0.0828, -0.5275, 0.4312, 0.2141, 0.2128, 0.2124, 0.2211, 0.2497, 0.2248, 0.1914, 0.4002, 0.2736, 0.2211, 0.2252, 0.2194, 0.2073],
  "e_tot_ev": -41897.80359,
  "smiles": "CCOC(=O)CNC(=O)CSc1ncccc1-c1nc2ccccc2[nH]1",
  "homo_energy_ev": -8.06,
  "multiplicity": 1,
  "fmax_ha_per_bohr": 0.0174
}

***

No. 3
{
  "formula": "C20H19ClN2O4",
  "method": "ωB97M-V/def2-TZVPD",
  "species": ["C", "H", "O", "C", "C", "C", "C", "C", "C", "O", "C", "H", "H", "H", "C", "H", "H", "O", "C", "O", "C", "C", "N", "N", "C", "C", "H", "H", "H", "C", "C", "C", "C", "C", "C", "H", "H", "H", "H", "H", "Cl", "H", "H", "H", "H", "H"],
  "coordinates": [[-3.0066, -2.8528, 1.6055], [-3.0784, -3.9070, 1.7779], [-4.1744, -2.2374, 1.1880], [-4.4019, -1.2464, 0.4174], [-5.6659, -1.2569, -0.3467], [-6.0034, -0.0972, -0.9716], [-5.0523, 0.8044, -1.0929], [-3.7585, 0.8601, -0.7408], [-3.5404, -0.1917, 0.1700], [-2.2383, -0.3225, 0.9380], [-2.3598, 0.5855, 2.2155], [-2.5314, 1.5626, 1.9788], [-3.0812, -0.1797, 2.7243], [-1.3127, 0.2793, 2.6943], [-2.6886, 1.8613, -1.0201], [-3.0179, 2.4234, -1.6559], [-2.5290, 2.4042, 0.0082], [-1.4607, 1.2062, -1.0641], [-0.3243, 1.6198, -0.3457], [-0.5074, 2.4089, 0.6942], [0.6725, 0.6384, -0.6135], [1.8745, 0.8905, 0.1691], [2.7377, -0.1298, -0.3612], [1.9496, -1.0091, -1.0231], [0.7979, -0.3902, -1.5160], [-0.1929, -1.2137, -2.0447], [0.0843, -2.3933, -2.3719], [-0.5259, -0.4728, -2.9269], [-1.2349, -1.3851, -1.2927], [4.1326, -0.5840, -0.1218], [4.7326, -0.1529, 0.9661], [6.0252, -0.6126, 1.0569], [6.7965, -1.1587, 0.1838], [6.1106, -1.6270, -1.0542], [4.7693, -1.2413, -1.2105], [4.3300, -1.2030, -2.0963], [6.7056, -1.9786, -1.9987], [7.8055, -1.4271, 0.5686], [6.5241, -0.3222, 2.1384], [4.0553, 0.3190, 1.9180], [2.6652, 2.0034, 1.1064], [-5.2844, 1.8241, -1.6982], [-7.0066, 0.0349, -1.4770], [-6.4794, -1.9859, 0.0093], [-2.7030, -2.2846, 2.3003], [-2.2268, -2.8621, 0.6520]],
  "forces_ev_per_angstrom": [[1.18, -2.66, -8.38], [-0.97, -0.37, 0.63], [-2.10, -3.18, 1.92], [-2.02, 1.93, -3.97], [-0.03, -1.30, 3.69], [-3.23, -2.28, -0.74], [0.44, 8.19, -4.91], [0.92, -3.10, 2.94], [4.16, -0.84, 1.71], [-2.52, 2.46, -0.41], [2.22, -8.59, 0.23], [-0.67, 2.42, -0.19], [0.55, 2.77, -0.03], [-2.17, 1.55, -0.86], [2.46, -5.03, 11.76], [-2.27, 6.49, -7.89], [-0.95, 0.01, -1.87], [2.27, 0.57, -2.36], [-5.74, 1.56, 4.71], [1.85, -3.08, -5.33], [2.02, 5.54, 2.80], [1.77, -3.95, -3.99], [-2.58, -0.91, 0.96], [0.70, 0.59, -3.45], [4.87, -2.50, 6.07], [-5.68, -2.91, -2.69], [-0.26, 3.79, 0.63], [-0.20, -2.49, 1.20], [3.21, 0.90, -2.15], [-3.45, 0.98, -2.95], [-1.74, 0.33, 4.35], [0.63, 4.03, 8.12], [1.40, -4.05, -4.18], [1.26, 1.54, -0.63], [3.38, 0.24, 4.37], [-2.06, -0.57, -3.68], [-1.22, 0.41, 2.13], [-0.68, 0.08, -1.21], [-1.03, -0.82, -2.75], [2.67, -1.55, -2.98], [-0.91, 1.81, 0.57], [-0.12, -2.36, 0.99], [1.32, -0.09, 0.85], [1.55, 0.76, -1.00], [3.30, 3.34, 5.52], [-1.52, 0.34, 2.44]],
  "nbo_charge": [-0.1835, 0.1906, -0.5006, 0.2826, -0.2381, -0.2280, -0.2033, -0.0632, 0.2023, -0.6037, -0.2593, 0.1997, 0.1952, 0.2065, -0.0573, 0.1704, 0.2125, -0.5130, 0.7946, -0.6335, -0.2599, 0.1298, -0.1751, -0.2318, 0.1373, -0.6609, 0.2570, 0.2421, 0.2626, 0.1360, -0.2188, -0.1963, -0.2368, -0.1724, -0.2165, 0.2266, 0.2280, 0.2347, 0.2001, 0.2511, 0.1389, 0.1771, 0.2274, 0.2218, 0.1664, 0.1605],
  "e_tot_ev": -44728.45289,
  "smiles": "COc1cccc(COC(=O)c2c(C)nn(-c3ccccc3)c2Cl)c1OC",
  "homo_energy_ev": -8.21,
  "multiplicity": 1,
  "fmax_ha_per_bohr": 0.2534
}

***

No. 4
{
  "formula": "CH2N2O3S",
  "method": "ωB97M-V/def2-TZVPD",
  "species": ["C", "N", "N", "O", "O", "O", "S", "H", "H"],
  "coordinates": [[-2.1382, -0.3651, -0.1789], [-3.1499, -0.7989, 0.0365], [1.7801, -0.5236, 0.0665], [-0.4354, 1.2768, -1.2997], [-0.2778, 1.1410, 1.1449], [0.4989, -0.8535, -0.0618], [-0.5617, 0.4977, -0.1009], [2.1246, -0.4662, 1.0658], [2.1595, 0.0919, -0.6723]],
  "forces_ev_per_angstrom": [[4.58, 1.93, 0.13], [-3.29, -1.47, 0.39], [3.07, 0.55, 1.11], [-0.32, -1.13, 0.52], [-1.25, -0.27, -0.26], [-3.51, 0.01, -1.25], [2.04, 0.36, 0.28], [-0.87, 0.49, -1.87], [-0.43, -0.46, 0.96]],
  "nbo_charge": [-0.0568, -0.1867, -0.5323, -0.8611, -0.8634, -0.5060, 2.2507, 0.3795, 0.3761],
  "e_tot_ev": -21022.90141,
  "smiles": "N#CS(=O)(=O)ON",
  "homo_energy_ev": -10.28,
  "multiplicity": 1,
  "fmax_ha_per_bohr": 0.0966
}